No. 1
Density functional theory data (ωB97M-V/def2-TZVPD) for 2 unconnected molecules or ions with the total composition C4H9NO2.

```
16
Properties=species:S:1:pos:R:3:forces:R:3:nbo_charge:R:1
C -0.998996 1.867689 -1.151132 -0.03 0.03 -0.06 -0.862
C 0.334824 -0.203471 1.418043 0.17 0.03 0.02 0.197
C -0.693650 -1.127559 0.785440 -0.11 0.27 -0.03 -0.151
O -0.272544 -2.463787 0.918174 0.14 -0.06 -0.13 -0.705
N 1.445776 0.145293 0.901568 -0.28 -0.22 0.05 -0.481
C 1.825077 -0.324425 -0.354178 -0.06 -0.34 -0.18 0.527
O 1.809144 -1.487473 -0.710003 0.07 0.57 0.19 -0.576
H -0.985287 2.824774 -1.676107 -0.04 -0.12 0.06 0.222
H -1.986962 1.708459 -0.707683 0.20 0.03 -0.07 0.215
H -0.786262 1.066175 -1.864364 -0.03 0.12 0.11 0.212
H 0.133475 0.166052 2.424510 0.03 -0.06 -0.03 0.186
H -1.645927 -1.039803 1.314713 0.12 0.05 -0.07 0.194
H -0.852243 -0.836281 -0.263722 0.03 -0.10 0.14 0.181
H 0.529075 -2.536706 0.371668 -0.06 -0.08 0.10 0.496
H -0.237194 1.881935 -0.369485 -0.13 0.02 -0.10 0.211
H 2.222333 0.479255 -0.994965 -0.03 -0.13 -0.01 0.133
```
Forces are in eV/Å.

## Properties
Gap between HOMO and LUMO in eV: 10.029
Electronic energy in Eh: -363.0061
Total charge: 0
SMILES string: O=C/N=C\CO.C
Lowest unoccupied orbital energy in eV: 0.00

No. 2
Density functional theory data (ωB97M-V/def2-TZVPD) for a single C5H8O molecule in a non-equilibrium geometry.

```
14
Properties=species:S:1:pos:R:3:forces:R:3:nbo_charge:R:1
C -0.147203 2.502214 -1.392632 -1.13 0.21 0.80 -0.680
C 0.083145 1.403897 -0.535910 1.05 -1.10 0.11 -0.011
C -0.138315 0.300069 -0.039878 1.11 0.58 0.20 -0.134
C 0.729362 -0.828360 0.340296 0.16 -0.44 0.04 -0.484
C 0.039587 -1.864980 1.207333 0.31 -0.06 0.21 -0.052
O -1.165795 -2.287563 0.614524 -0.22 0.13 -0.06 -0.714
H -1.031033 2.377226 -0.590488 -0.85 1.23 -2.63 0.343
H 0.117528 3.530696 -1.190908 0.82 -0.13 0.35 0.240
H -0.095448 2.252668 -2.477724 -0.97 0.22 0.90 0.244
H 1.038233 -1.277837 -0.610829 0.04 -0.21 0.18 0.225
H 1.634367 -0.434569 0.820634 -0.16 -0.20 0.02 0.223
H 0.680504 -2.744466 1.306837 -0.10 0.01 0.04 0.177
H -0.133425 -1.455607 2.215887 0.00 -0.05 -0.16 0.153
H -1.611506 -1.473388 0.332858 -0.06 -0.20 0.01 0.471
```
Forces are in eV/Å.

## Properties
Gap between HOMO and LUMO in eV: 9.580
Electronic energy in Eh: -270.3983
Total charge: 0
SMILES string: CC#CCCO
Lowest unoccupied orbital energy in eV: 0.60

No. 3
Density functional theory data (ωB97M-V/def2-TZVPD) for 2 unconnected molecules or ions with the total composition H3NO4P in a non-equilibrium geometry.

```
9
Properties=species:S:1:pos:R:3:forces:R:3:nbo_charge:R:1
N 1.321667 -0.951597 -1.643137 0.87 -0.08 -0.28 -1.377
O -1.504251 -0.477579 1.927498 3.44 -0.58 -1.95 -0.989
O -0.838541 0.312124 -0.840591 -1.51 0.59 -0.17 -1.147
O 1.248602 0.846811 0.540463 -0.35 -1.72 0.65 -0.588
O 1.541697 1.586141 -0.692592 -0.49 -0.11 -2.06 -0.569
P 0.617698 0.210292 -0.906530 1.64 1.07 1.60 2.325
H -2.184305 0.015162 2.312917 -1.17 1.67 0.44 0.455
H 0.659728 -1.621646 -2.023395 -0.01 0.27 0.23 0.369
H -0.862296 0.080291 1.325367 -2.42 -1.11 1.54 0.522
```
Forces are in eV/Å.

## Properties
Gap between HOMO and LUMO in eV: 8.851
Electronic energy in Eh: -698.8906
Total charge: -1
Lowest unoccupied orbital energy in eV: 4.04